Entry 1:
Entry from the OMol25 dataset: an isolated molecule of H4N2 at a distorted geometry (ωB97M-V/def2-TZVPD).

The geometry in XYZ format:
```
6
Properties=species:S:1:pos:R:3:lowdin_charge:R:1
N 0.69062 -0.05465 0.13881 -0.110
N -0.69259 -0.04138 -0.15343 -0.114
H 1.14903 -0.54715 -0.59868 0.045
H 0.96005 0.91075 0.03227 0.055
H -0.95303 0.90024 0.03176 0.038
H -1.14232 -0.59164 0.63704 0.085
```

**Spin multiplicity**: 1
**Energy relative to the best compared isomer or geometry (same formula, charge and spin)**: 23.9 kJ/mol
**Total charge**: 0
**Electronic energy**: -3043.759 eV
**SMILES string**: NN

=====

Entry 2:
Entry from the OMol25 dataset: an isolated molecule of C21H19NO5S2 at a distorted geometry (ωB97M-V/def2-TZVPD).

The geometry in XYZ format:
```
48
Properties=species:S:1:pos:R:3:lowdin_charge:R:1
C 5.64146 6.04538 -3.18733 -0.062
C 4.70974 4.84824 -3.07789 -0.240
O 4.30470 4.76271 -1.71927 -0.022
C 3.48320 3.80067 -1.25911 -0.182
C 3.22033 3.88260 0.11209 0.011
C 2.40455 2.98359 0.75298 -0.025
C 1.80327 1.94105 0.03686 -0.215
C 0.96339 1.01898 0.73704 -0.015
C 0.27484 -0.06132 0.30081 -0.393
S 0.17327 -0.74666 -1.30799 1.045
C -0.88286 -2.02787 -0.75735 -1.045
S -1.38756 -3.25895 -1.70457 0.774
N -1.18921 -1.87369 0.55821 -0.030
C -2.07015 -2.84076 1.19367 -0.150
C -3.29510 -3.14554 0.32681 -0.600
O -3.84572 -4.20931 0.31476 0.113
O -3.77929 -2.05363 -0.27906 0.078
C -2.63816 -2.37285 2.51535 -0.190
C -2.45278 -3.14196 3.65457 -0.021
C -3.00790 -2.74515 4.85827 -0.072
C -3.75268 -1.58143 4.93055 -0.083
C -3.94502 -0.81510 3.79338 -0.066
C -3.39769 -1.21115 2.58789 -0.034
C -0.52177 -0.86169 1.23893 -0.421
O -0.57189 -0.68313 2.43291 0.128
C 2.06072 1.85575 -1.33787 0.027
C 2.87955 2.75377 -1.99583 -0.174
O 3.13631 2.67907 -3.33832 -0.108
C 2.54894 1.63891 -4.08554 -0.066
H 6.50099 5.90969 -2.53665 0.077
H 5.12156 6.95152 -2.88877 0.077
H 5.98357 6.15183 -4.21249 0.076
H 5.22884 3.93125 -3.37535 0.126
H 3.83622 4.98282 -3.72425 0.126
H 3.69070 4.68923 0.65168 0.124
H 2.22608 3.07790 1.81279 0.116
H 0.84885 1.20135 1.80080 0.129
H -1.52724 -3.78478 1.33292 0.168
H -4.58147 -2.28200 -0.77423 0.145
H -1.86945 -4.04932 3.60206 0.117
H -2.85440 -3.34678 5.74164 0.103
H -4.18275 -1.27084 5.87111 0.101
H -4.52533 0.09421 3.84412 0.104
H -3.54916 -0.61104 1.70247 0.120
H 1.60097 1.05951 -1.89679 0.027
H 2.86938 0.65542 -3.72954 0.101
H 2.90074 1.78598 -5.10543 0.098
H 1.45662 1.69584 -4.06698 0.100
```

**Spin multiplicity**: 1
**Energy relative to the best compared isomer or geometry (same formula, charge and spin)**: 0.0 kJ/mol
**Total charge**: 0
**Electronic energy**: -55483.246 eV
**SMILES string**: CCOc1ccc(/C=C2\SC(=S)N([C@H](C(=O)O)c3ccccc3)C2=O)cc1OC

=====

Entry 3:
Entry from the OMol25 dataset: an isolated molecule of C22H31N3O4S (ωB97M-V/def2-TZVPD).

The geometry in XYZ format:
```
61
Properties=species:S:1:pos:R:3:lowdin_charge:R:1
C 5.69428 2.57380 2.43166 -0.068
C 4.74852 2.65895 1.23910 -0.239
O 3.45470 2.13239 1.48115 -0.096
C 3.35744 0.73829 1.54437 -0.404
C 1.91516 0.37855 1.15578 -0.075
C 1.73951 -1.13318 1.03988 -0.161
N 0.40098 -1.47133 0.59214 0.015
C 0.08685 -1.53999 -0.72963 -0.545
S 1.38348 -1.23434 -1.87407 1.055
C 0.58954 -1.58346 -3.47576 -0.334
C -0.13161 -0.35401 -4.03530 -0.567
O 0.33571 0.31092 -4.93414 0.057
N -1.30986 -0.13268 -3.43722 0.090
C -2.14252 1.02044 -3.69730 -0.287
C -3.61496 0.59357 -3.85252 -0.125
C -4.34306 1.05634 -2.57918 -0.185
C -3.23600 1.42691 -1.59191 -0.186
C -2.13488 1.97445 -2.49418 -0.131
N -1.08603 -1.81144 -1.19354 0.069
C -2.11019 -2.04261 -0.31533 -0.222
C -3.38626 -2.33237 -0.81106 -0.019
C -4.42501 -2.54475 0.06550 -0.066
C -4.22214 -2.47428 1.44364 -0.071
C -2.97241 -2.18911 1.94452 -0.002
C -1.90493 -1.97095 1.07145 -0.065
C -0.57859 -1.65226 1.58118 -0.345
O -0.28961 -1.54047 2.75391 0.087
O 3.75940 0.20336 2.77350 -0.096
C 3.13996 0.74657 3.93968 -0.243
C 2.23680 -0.26125 4.64082 -0.059
H 5.26849 3.09625 3.28467 0.078
H 6.64378 3.03492 2.17231 0.075
H 5.86606 1.53618 2.70567 0.071
H 4.56817 3.70394 0.97319 0.121
H 5.19146 2.14373 0.37425 0.120
H 4.05091 0.27303 0.82124 0.167
H 1.23107 0.77759 1.90523 0.128
H 1.70376 0.86141 0.20069 0.114
H 1.88504 -1.59489 2.01906 0.127
H 2.46325 -1.54931 0.33544 0.093
H -0.08846 -2.42164 -3.32741 0.082
H 1.40918 -1.85295 -4.14054 0.083
H -1.55811 -0.72879 -2.65093 0.087
H -1.74015 1.49028 -4.59768 0.143
H -3.66875 -0.48857 -3.97008 0.104
H -4.05582 1.04277 -4.74057 0.107
H -4.94726 1.93785 -2.79550 0.106
H -5.00243 0.28664 -2.18069 0.097
H -3.56874 2.15208 -0.85103 0.109
H -2.88666 0.53880 -1.06223 0.089
H -1.15890 2.00597 -2.01149 0.114
H -2.38988 2.98113 -2.82571 0.117
H -3.53141 -2.38697 -1.87888 0.112
H -5.40987 -2.76849 -0.31717 0.107
H -5.04921 -2.64396 2.11568 0.104
H -2.78548 -2.12738 3.00570 0.120
H 2.58895 1.65338 3.67255 0.123
H 3.95757 1.02818 4.61398 0.118
H 1.36349 -0.51189 4.04567 0.042
H 1.90160 0.15757 5.58644 0.077
H 2.79407 -1.17293 4.84100 0.081
```

**Spin multiplicity**: 1
**Energy relative to the best compared isomer or geometry (same formula, charge and spin)**: 17.1 kJ/mol
**Total charge**: 0
**Electronic energy**: -46814.334 eV
**SMILES string**: CCOC(CCn1c(SCC(=O)NC2CCCC2)nc2ccccc2c1=O)OCC

=====

Entry 4:
Entry from the OMol25 dataset: a structure of composition C7H19NO3Tl at a distorted geometry (ωB97M-V/def2-TZVPD).

The geometry in XYZ format:
```
31
Properties=species:S:1:pos:R:3:lowdin_spin:R:1
Tl -0.62395 1.95399 -0.49379 0.002
C -3.16951 -1.17239 0.19228 0.083
O -1.78892 -0.74418 0.32989 0.626
C -1.03061 -1.66708 1.10459 0.097
C 0.34421 -1.12603 1.63217 0.016
N 1.09884 -0.26663 0.69695 0.035
C 1.78206 -1.03273 -0.36260 0.016
C 0.92501 -1.50342 -1.54057 0.076
O 0.08833 -0.48164 -2.09187 0.595
C -0.32699 -0.86581 -3.38718 0.116
H -3.33757 -2.15412 -0.25048 0.027
H -3.62605 -0.42391 -0.45536 0.003
H -3.80473 -0.99026 1.05914 0.046
H -0.91507 -2.48344 0.39163 0.059
H -1.56851 -2.05134 1.97125 0.024
H 0.98606 -1.94514 1.95645 0.001
H 0.17903 -0.59328 2.56864 0.004
H 1.84349 0.09786 1.27378 0.002
H 2.23038 -1.91415 0.09587 0.002
H 2.62546 -0.44262 -0.72114 0.003
H 0.35219 -2.36678 -1.20208 0.042
H 1.57938 -1.91424 -2.30942 0.023
H -0.64001 -1.90662 -3.46981 0.030
H 0.51654 -0.73853 -4.06569 0.067
H -1.05060 -0.15183 -3.78053 0.007
C 1.05862 4.61430 2.09321 -0.218
O 1.08869 3.92697 0.88338 -0.597
H 1.59967 5.55925 2.14260 -0.059
H 0.00741 4.72361 2.35990 -0.008
H 1.59569 4.01396 2.82756 -0.117
H 1.98146 4.04624 0.55123 -0.003
```

**Spin multiplicity**: 2
**Total charge**: +4
**⟨S²⟩**: 1.76
**Electronic energy**: -19837.460 eV

=====

Repeat the third record exactly.
Entry from the OMol25 dataset: an isolated molecule of C22H31N3O4S (ωB97M-V/def2-TZVPD).

The geometry in XYZ format:
```
61
Properties=species:S:1:pos:R:3:lowdin_charge:R:1
C 5.69428 2.57380 2.43166 -0.068
C 4.74852 2.65895 1.23910 -0.239
O 3.45470 2.13239 1.48115 -0.096
C 3.35744 0.73829 1.54437 -0.404
C 1.91516 0.37855 1.15578 -0.075
C 1.73951 -1.13318 1.03988 -0.161
N 0.40098 -1.47133 0.59214 0.015
C 0.08685 -1.53999 -0.72963 -0.545
S 1.38348 -1.23434 -1.87407 1.055
C 0.58954 -1.58346 -3.47576 -0.334
C -0.13161 -0.35401 -4.03530 -0.567
O 0.33571 0.31092 -4.93414 0.057
N -1.30986 -0.13268 -3.43722 0.090
C -2.14252 1.02044 -3.69730 -0.287
C -3.61496 0.59357 -3.85252 -0.125
C -4.34306 1.05634 -2.57918 -0.185
C -3.23600 1.42691 -1.59191 -0.186
C -2.13488 1.97445 -2.49418 -0.131
N -1.08603 -1.81144 -1.19354 0.069
C -2.11019 -2.04261 -0.31533 -0.222
C -3.38626 -2.33237 -0.81106 -0.019
C -4.42501 -2.54475 0.06550 -0.066
C -4.22214 -2.47428 1.44364 -0.071
C -2.97241 -2.18911 1.94452 -0.002
C -1.90493 -1.97095 1.07145 -0.065
C -0.57859 -1.65226 1.58118 -0.345
O -0.28961 -1.54047 2.75391 0.087
O 3.75940 0.20336 2.77350 -0.096
C 3.13996 0.74657 3.93968 -0.243
C 2.23680 -0.26125 4.64082 -0.059
H 5.26849 3.09625 3.28467 0.078
H 6.64378 3.03492 2.17231 0.075
H 5.86606 1.53618 2.70567 0.071
H 4.56817 3.70394 0.97319 0.121
H 5.19146 2.14373 0.37425 0.120
H 4.05091 0.27303 0.82124 0.167
H 1.23107 0.77759 1.90523 0.128
H 1.70376 0.86141 0.20069 0.114
H 1.88504 -1.59489 2.01906 0.127
H 2.46325 -1.54931 0.33544 0.093
H -0.08846 -2.42164 -3.32741 0.082
H 1.40918 -1.85295 -4.14054 0.083
H -1.55811 -0.72879 -2.65093 0.087
H -1.74015 1.49028 -4.59768 0.143
H -3.66875 -0.48857 -3.97008 0.104
H -4.05582 1.04277 -4.74057 0.107
H -4.94726 1.93785 -2.79550 0.106
H -5.00243 0.28664 -2.18069 0.097
H -3.56874 2.15208 -0.85103 0.109
H -2.88666 0.53880 -1.06223 0.089
H -1.15890 2.00597 -2.01149 0.114
H -2.38988 2.98113 -2.82571 0.117
H -3.53141 -2.38697 -1.87888 0.112
H -5.40987 -2.76849 -0.31717 0.107
H -5.04921 -2.64396 2.11568 0.104
H -2.78548 -2.12738 3.00570 0.120
H 2.58895 1.65338 3.67255 0.123
H 3.95757 1.02818 4.61398 0.118
H 1.36349 -0.51189 4.04567 0.042
H 1.90160 0.15757 5.58644 0.077
H 2.79407 -1.17293 4.84100 0.081
```

**Spin multiplicity**: 1
**Energy relative to the best compared isomer or geometry (same formula, charge and spin)**: 17.1 kJ/mol
**Total charge**: 0
**Electronic energy**: -46814.334 eV
**SMILES string**: CCOC(CCn1c(SCC(=O)NC2CCCC2)nc2ccccc2c1=O)OCC

=====

Which formula does entry 3 have?
C22H31N3O4S

=====

Repeat the fourth record exactly.
Entry from the OMol25 dataset: a structure of composition C7H19NO3Tl at a distorted geometry (ωB97M-V/def2-TZVPD).

The geometry in XYZ format:
```
31
Properties=species:S:1:pos:R:3:lowdin_spin:R:1
Tl -0.62395 1.95399 -0.49379 0.002
C -3.16951 -1.17239 0.19228 0.083
O -1.78892 -0.74418 0.32989 0.626
C -1.03061 -1.66708 1.10459 0.097
C 0.34421 -1.12603 1.63217 0.016
N 1.09884 -0.26663 0.69695 0.035
C 1.78206 -1.03273 -0.36260 0.016
C 0.92501 -1.50342 -1.54057 0.076
O 0.08833 -0.48164 -2.09187 0.595
C -0.32699 -0.86581 -3.38718 0.116
H -3.33757 -2.15412 -0.25048 0.027
H -3.62605 -0.42391 -0.45536 0.003
H -3.80473 -0.99026 1.05914 0.046
H -0.91507 -2.48344 0.39163 0.059
H -1.56851 -2.05134 1.97125 0.024
H 0.98606 -1.94514 1.95645 0.001
H 0.17903 -0.59328 2.56864 0.004
H 1.84349 0.09786 1.27378 0.002
H 2.23038 -1.91415 0.09587 0.002
H 2.62546 -0.44262 -0.72114 0.003
H 0.35219 -2.36678 -1.20208 0.042
H 1.57938 -1.91424 -2.30942 0.023
H -0.64001 -1.90662 -3.46981 0.030
H 0.51654 -0.73853 -4.06569 0.067
H -1.05060 -0.15183 -3.78053 0.007
C 1.05862 4.61430 2.09321 -0.218
O 1.08869 3.92697 0.88338 -0.597
H 1.59967 5.55925 2.14260 -0.059
H 0.00741 4.72361 2.35990 -0.008
H 1.59569 4.01396 2.82756 -0.117
H 1.98146 4.04624 0.55123 -0.003
```

**Spin multiplicity**: 2
**Total charge**: +4
**⟨S²⟩**: 1.76
**Electronic energy**: -19837.460 eV